Record 1
The following is a DFT calculation (wB97M-V/def2-TZVPD) of a single C4H8N2 molecule.

As for the HOMO-LUMO gap: 10.526 eV. The SMILES is CCNCC#N. The calculation puts the LUMO energy at 0.84 eV.

```
! wB97M-V def2-TZVPD RIJCOSX def2/J DEFGRID3
* xyz 0 1
C -1.005 1.822 -0.237
C -0.789 0.330 -0.073
N 0.547 -0.031 -0.497
C 0.878 -1.398 -0.263
C 1.009 -1.839 1.158
N 1.677 -2.207 2.028
H -0.780 2.126 -1.264
H -0.357 2.389 0.441
H -2.040 2.088 -0.011
H -0.997 0.015 0.967
H -1.483 -0.229 -0.714
H 1.255 0.595 -0.120
H 1.887 -1.585 -0.631
H 0.197 -2.076 -0.785
*
```

Record 2
The following is a DFT calculation (wB97M-V/def2-TZVPD) of a 2-piece molecular cluster, C4H8N2 overall.

As for the HOMO-LUMO gap: 9.741 eV. The SMILES is C=C=N.C=NC. The calculation puts the LUMO energy at 0.99 eV.

```
! wB97M-V def2-TZVPD RIJCOSX def2/J DEFGRID3
* xyz 0 1
C 2.050 -1.142 -1.499
C 1.921 0.059 -0.984
N 1.840 1.188 -0.515
H 1.934 -1.289 -2.566
H 2.280 -1.990 -0.864
H 0.869 1.394 -0.242
C -1.425 1.450 1.282
N -0.973 0.710 0.363
C -1.275 -0.709 0.412
H -1.186 2.514 1.269
H -2.039 1.077 2.113
H -0.360 -1.249 0.681
H -1.567 -1.054 -0.584
H -2.067 -0.959 1.134
*
```

Record 3
The following is a DFT calculation (wB97M-V/def2-TZVPD) of C4H8N2 as an isolated structure.

As for the HOMO-LUMO gap: 9.936 eV. The calculation puts the LUMO energy at 0.90 eV.

```
! wB97M-V def2-TZVPD RIJCOSX def2/J DEFGRID3
* xyz 0 1
C 1.138 0.979 0.224
C -0.053 0.494 -0.265
C -0.136 -0.345 -1.503
N -1.213 0.684 0.393
C 0.281 -1.428 1.650
N -0.494 -2.301 1.749
H 1.008 -0.332 1.282
H 1.113 1.884 0.826
H 2.025 0.842 -0.384
H -0.541 0.294 -2.297
H -0.790 -1.216 -1.381
H 0.855 -0.684 -1.807
H -2.018 0.120 0.165
H -1.175 1.010 1.348
*
```

Record 4
The following is a DFT calculation (wB97M-V/def2-TZVPD) of a 2-piece molecular cluster, C4H8N2 overall.

As for the HOMO-LUMO gap: 9.519 eV. The SMILES is CC=C=N.C=N. The calculation puts the LUMO energy at 0.77 eV.

```
! wB97M-V def2-TZVPD RIJCOSX def2/J DEFGRID3
* xyz 0 1
C 1.635 -1.174 -0.905
C 1.143 0.302 -1.101
C 1.354 1.253 -0.234
N 1.194 2.178 0.536
H 0.943 -1.860 -0.385
H 2.537 -1.196 -0.216
H 1.808 -1.524 -1.886
H 0.899 0.545 -2.013
H 1.767 2.921 0.766
C -1.777 -0.223 1.595
N -2.287 0.253 0.553
H -2.519 -0.762 2.199
H -0.633 -0.234 1.747
H -1.484 0.379 -0.082
*
```

Record 5
The following is a DFT calculation (wB97M-V/def2-TZVPD) of a single C4H8N2 molecule.

As for the HOMO-LUMO gap: 10.050 eV. The calculation puts the LUMO energy at 0.91 eV.

```
! wB97M-V def2-TZVPD RIJCOSX def2/J DEFGRID3
* xyz 0 1
C -1.115 -0.278 -0.421
C -1.097 1.019 0.265
C 0.041 -1.086 0.289
C 1.753 0.843 0.502
N 2.050 0.303 -0.784
N 1.290 -0.426 0.311
H -1.905 -0.888 -0.222
H -1.024 -0.159 -1.456
H -0.028 1.386 0.343
H -1.694 1.618 -0.259
H -0.301 -1.111 1.302
H 0.344 -2.088 -0.166
H -1.309 0.978 1.392
H 2.996 -0.110 -1.097
*
```

Record 6
The following is a DFT calculation (wB97M-V/def2-TZVPD) of C4H8N2 as an isolated structure.

As for the HOMO-LUMO gap (alpha / beta): 7.415 / 8.436 eV. As for the expectation value of S²: 2.010. The calculation puts the LUMO energy (alpha / beta) at 1.08 / -0.84 eV.

```
! wB97M-V def2-TZVPD RIJCOSX def2/J DEFGRID3
* xyz 0 3
C -0.504 0.952 0.518
C 1.131 0.730 -0.489
C -1.894 1.427 0.063
C 1.926 -0.432 0.256
N -1.457 0.047 0.382
N -1.617 -1.095 -0.382
H 1.568 1.700 -0.290
H -2.555 1.775 0.828
H -2.160 1.738 -0.966
H 1.185 -1.332 0.150
H 2.173 -0.165 1.296
H 2.855 -0.772 -0.341
H -0.752 -1.594 -0.613
H -2.320 -1.771 0.057
*
```

Record 7
The following is a DFT calculation (wB97M-V/def2-TZVPD) of a single C4H8N2O molecule.

As for the HOMO-LUMO gap: 10.110 eV. The SMILES is CCCN1NC1=O. The calculation puts the LUMO energy at 1.00 eV.

```
! wB97M-V def2-TZVPD RIJCOSX def2/J DEFGRID3
* xyz 0 1
C -1.605 1.164 -0.012
C -1.145 -0.131 0.627
C -0.046 -0.730 -0.164
N 1.264 -0.799 0.518
N 2.482 -1.137 -0.177
C 2.159 0.217 0.159
O 2.384 1.332 -0.045
H -0.835 1.802 -0.005
H -1.746 0.948 -1.024
H -2.447 1.522 0.524
H -1.842 -0.939 0.694
H -0.736 0.111 1.573
H -0.266 -1.775 -0.338
H -0.015 -0.165 -1.211
H 2.395 -1.419 -1.118
*
```

Record 8
The following is a DFT calculation (wB97M-V/def2-TZVPD) of a single C4H8N2O molecule.

As for the HOMO-LUMO gap: 10.941 eV. The SMILES is CN[C@H](C#N)CO. The calculation puts the LUMO energy at 0.81 eV.

```
! wB97M-V def2-TZVPD RIJCOSX def2/J DEFGRID3
* xyz 0 1
C -1.760 0.580 0.785
N -0.371 0.125 0.767
C 0.221 -0.034 -0.551
C -0.386 -1.125 -1.354
N -0.875 -1.984 -1.956
C 1.735 -0.235 -0.381
O 2.263 0.836 0.349
H -2.479 -0.237 0.909
H -1.910 1.307 1.588
H -1.994 1.079 -0.158
H -0.280 -0.746 1.281
H 0.071 0.906 -1.094
H 2.226 -0.257 -1.359
H 1.915 -1.207 0.110
H 1.625 0.993 1.065
*
```

Record 9
The following is a DFT calculation (wB97M-V/def2-TZVPD) of a single C4H8N2O molecule.

As for the HOMO-LUMO gap: 8.391 eV. The SMILES is C=C=C(N)N(C)O. The calculation puts the LUMO energy at 0.90 eV.

```
! wB97M-V def2-TZVPD RIJCOSX def2/J DEFGRID3
* xyz 0 1
C -0.815 -1.952 1.699
C -0.448 -1.116 0.777
C 0.228 -0.425 -0.141
N 1.425 -0.863 -0.720
N -0.354 0.691 -0.725
C 0.477 1.870 -0.809
O -1.812 0.791 -0.145
H -1.748 -2.500 1.641
H -0.274 -2.043 2.635
H 1.468 -0.718 -1.720
H 1.647 -1.821 -0.489
H 1.532 1.632 -0.936
H 0.153 2.459 -1.669
H 0.381 2.486 0.094
H -1.859 1.510 0.508
*
```

Record 10
The following is a DFT calculation (wB97M-V/def2-TZVPD) of a 2-piece molecular cluster, C4H8N2O overall.

As for the HOMO-LUMO gap: 9.426 eV. The SMILES is C/N=C\N.C=C=O. The calculation puts the LUMO energy at 0.70 eV.

```
! wB97M-V def2-TZVPD RIJCOSX def2/J DEFGRID3
* xyz 0 1
C -0.832 -1.997 -0.745
N -1.449 -0.799 -1.255
C -1.277 0.327 -0.743
N -0.701 0.647 0.600
H 0.247 -1.980 -0.948
H -0.982 -2.129 0.340
H -1.280 -2.853 -1.261
H -1.654 1.216 -1.224
H -0.590 -0.153 1.204
H -1.061 1.454 1.087
C 2.103 1.386 1.065
C 1.430 0.988 0.016
O 1.315 0.702 -1.146
H 3.038 1.915 0.958
H 1.692 1.276 2.052
*
```

Record 11
The following is a DFT calculation (wB97M-V/def2-TZVPD) of a 2-piece molecular cluster, C4H8N2O overall.

As for the HOMO-LUMO gap: 9.021 eV. The SMILES is CN=C=O.C=CN. The calculation puts the LUMO energy at 0.64 eV.

```
! wB97M-V def2-TZVPD RIJCOSX def2/J DEFGRID3
* xyz 0 1
C -1.673 0.544 1.029
N -1.855 -0.266 -0.050
C -1.179 -0.744 -0.968
O -1.127 -1.217 -2.054
H -0.436 0.393 1.302
H -2.306 0.279 1.875
H -1.700 1.613 0.809
C 1.036 -0.005 0.977
C 0.969 -0.488 -0.323
N 1.249 0.366 -1.406
H 1.494 0.964 1.141
H 1.220 -0.711 1.776
H 1.068 -1.558 -0.486
H 1.143 -0.072 -2.310
H 2.098 0.904 -1.312
*
```

Record 12
The following is a DFT calculation (wB97M-V/def2-TZVPD) of a 2-piece molecular cluster, C4H8N2O overall.

As for the HOMO-LUMO gap: 10.723 eV. The SMILES is O=C1CN2C[C@H]12.N. The calculation puts the LUMO energy at 1.02 eV.

```
! wB97M-V def2-TZVPD RIJCOSX def2/J DEFGRID3
* xyz 0 1
O 1.565 0.715 -0.561
C 0.746 0.075 0.048
C -0.747 0.224 0.425
N -0.688 -1.070 1.155
C 0.322 -0.877 2.169
C 0.748 -1.237 0.792
H -1.007 1.082 1.051
H -1.435 0.148 -0.418
H 0.533 0.136 2.507
H 0.347 -1.656 2.920
H 1.173 -2.218 0.596
N -0.612 1.148 -2.475
H -0.365 2.104 -2.712
H -0.825 0.700 -3.357
H 0.245 0.727 -2.139
*
```

Record 13
The following is a DFT calculation (wB97M-V/def2-TZVPD) of a 2-piece molecular cluster, C4H8N2O overall.

As for the HOMO-LUMO gap: 9.827 eV. The SMILES is C=[NH+][O-].CCC#N. The calculation puts the LUMO energy at 0.94 eV.

```
! wB97M-V def2-TZVPD RIJCOSX def2/J DEFGRID3
* xyz 0 1
C -0.679 -0.911 -3.210
N -0.198 -0.405 -2.129
O -0.369 0.806 -1.838
H -0.338 -1.996 -3.430
H -1.316 -0.379 -3.821
H 0.303 -0.881 -1.383
C -0.300 0.446 2.577
C 0.649 0.927 1.460
C 1.240 -0.223 0.877
N 1.493 -1.229 0.371
H 0.184 -0.080 3.438
H -0.936 -0.314 2.030
H -1.036 1.224 2.842
H 1.268 1.801 1.671
H 0.035 1.215 0.544
*
```

Record 14
The following is a DFT calculation (wB97M-V/def2-TZVPD) of a 2-piece molecular cluster, C4H8N2O overall.

As for the HOMO-LUMO gap: 7.744 eV. The calculation puts the LUMO energy at -0.05 eV.

```
! wB97M-V def2-TZVPD RIJCOSX def2/J DEFGRID3
* xyz 0 1
C -1.800 0.664 -1.010
O -2.274 1.978 -0.819
C -0.431 0.496 -0.374
N 0.288 1.265 0.247
H -1.572 2.452 -0.345
H -2.491 -0.063 -0.562
H -1.727 0.430 -2.080
C 2.143 -0.808 0.202
C 0.828 -0.830 0.875
N 0.334 -1.210 1.903
H -0.599 -1.251 2.270
H -0.111 -0.703 -0.480
H 2.452 -1.842 0.030
H 2.107 -0.257 -0.730
H 2.854 -0.321 0.871
*
```

Record 15
The following is a DFT calculation (wB97M-V/def2-TZVPD) of a single C4H8N2O molecule.

As for the HOMO-LUMO gap: 7.636 eV. The SMILES is [H]/N=C(O)/C=C(/C)N. The calculation puts the LUMO energy at 0.61 eV.

```
! wB97M-V def2-TZVPD RIJCOSX def2/J DEFGRID3
* xyz 0 1
H 1.954 0.980 -1.441
N 1.592 0.205 -0.895
C 1.591 -0.121 0.363
O 2.694 -0.637 0.952
C 0.312 -0.330 0.940
C -0.653 -0.117 -0.076
C -1.657 0.993 0.082
N -0.965 -1.066 -1.000
H 2.460 -1.126 1.752
H 0.118 -0.109 1.982
H -2.531 0.595 0.609
H -1.243 1.808 0.677
H -1.992 1.388 -0.881
H -0.212 -1.703 -1.238
H -1.468 -0.761 -1.826
*
```

Record 16
The following is a DFT calculation (wB97M-V/def2-TZVPD) of a single C4H8N2O molecule.

As for the HOMO-LUMO gap: 10.552 eV. The SMILES is C[C@@]1(C(N)=O)CN1. The calculation puts the LUMO energy at 0.98 eV.

```
! wB97M-V def2-TZVPD RIJCOSX def2/J DEFGRID3
* xyz 0 1
C -1.069 -1.057 0.500
C -0.210 -0.021 -0.171
C 1.231 -0.486 -0.433
N 2.077 0.241 0.316
O 1.487 -1.385 -1.214
C -0.735 0.907 -1.182
N -0.467 1.393 0.177
H -2.128 -0.791 0.422
H -0.890 -2.021 0.024
H -0.819 -1.141 1.567
H 1.530 0.861 0.892
H 3.085 0.159 0.310
H -0.043 1.308 -1.918
H -1.754 0.744 -1.519
H -1.350 1.465 0.687
*
```

Record 17
The following is a DFT calculation (wB97M-V/def2-TZVPD) of a single C4H8N2O molecule.

As for the HOMO-LUMO gap: 8.715 eV. The calculation puts the LUMO energy at 0.61 eV.

```
! wB97M-V def2-TZVPD RIJCOSX def2/J DEFGRID3
* xyz 0 1
C 1.352 0.086 -0.848
N -0.765 0.668 0.582
C -0.690 -0.716 0.685
C 0.840 0.345 0.545
C -1.409 -1.635 0.061
O -1.732 1.439 -0.314
N 1.465 0.809 1.548
H -1.689 0.938 -1.142
H -0.872 1.156 1.471
H 2.457 0.926 1.363
H 1.996 -0.794 -0.837
H 1.938 0.948 -1.175
H 0.554 -0.098 -1.565
H -2.310 -1.392 -0.500
H -1.137 -2.680 0.126
*
```

Record 18
The following is a DFT calculation (wB97M-V/def2-TZVPD) of a single C4H8N2O molecule.

As for the HOMO-LUMO gap: 10.694 eV. The SMILES is [H]/N=C(\C)CC(N)=O. The calculation puts the LUMO energy at 0.80 eV.

```
! wB97M-V def2-TZVPD RIJCOSX def2/J DEFGRID3
* xyz 0 1
H -2.257 1.591 1.412
N -1.290 1.292 1.581
C -0.860 0.536 0.618
C -1.751 0.198 -0.547
C 0.538 -0.024 0.732
C 1.089 -0.783 -0.446
N 2.406 -0.551 -0.721
O 0.451 -1.587 -1.117
H -2.653 0.817 -0.538
H -2.049 -0.852 -0.483
H -1.227 0.380 -1.488
H 0.558 -0.703 1.593
H 1.202 0.817 0.966
H 3.014 -0.033 -0.101
H 2.829 -1.098 -1.461
*
```

Record 19
The following is a DFT calculation (wB97M-V/def2-TZVPD) of a 2-piece molecular cluster, C4H8N2O overall.

As for the HOMO-LUMO gap: 9.775 eV. The calculation puts the LUMO energy at 0.36 eV.

```
! wB97M-V def2-TZVPD RIJCOSX def2/J DEFGRID3
* xyz 0 1
C -1.720 -0.842 -0.652
N -0.735 -1.148 -1.377
C -1.540 0.382 1.684
N -0.901 0.030 0.668
O -2.889 -0.857 -0.430
H -0.936 -1.464 -2.318
H 0.966 -0.608 -0.923
H -1.083 0.873 2.543
H -2.613 0.201 1.691
C 1.896 -0.188 -0.334
C 2.184 1.109 -0.396
H 3.071 1.537 0.053
H 2.602 -0.874 0.119
H 0.175 0.044 0.572
H 1.524 1.803 -0.901
*
```

Record 20
The following is a DFT calculation (wB97M-V/def2-TZVPD) of a 2-piece molecular cluster, C4H8N2O overall.

As for the HOMO-LUMO gap: 9.491 eV. The SMILES is Cc1cnc[nH]1.O. The calculation puts the LUMO energy at 0.90 eV.

```
! wB97M-V def2-TZVPD RIJCOSX def2/J DEFGRID3
* xyz 0 1
C -0.459 -2.333 -0.171
C -0.589 -0.845 -0.174
C 0.116 0.162 0.392
N -0.404 1.379 -0.047
C -1.540 1.109 -0.605
N -1.705 -0.246 -0.754
H -0.946 -2.763 -1.042
H -0.981 -2.739 0.699
H 0.571 -2.656 -0.233
H 0.815 0.254 1.207
H -2.347 1.784 -0.829
H -2.644 -0.605 -0.702
O 3.394 1.018 1.023
H 3.923 1.638 1.554
H 2.733 1.635 0.673
*
```

In order of appearance, energy above the lowest of the compared OMol25 structures with the same formula, charge and spin = 79.5 214.2 203.3 314.5 541.1 350.6 421.4 174.4 527.6 311.3 338.7 315.3 408.3 566.9 380.5 143.1 667.6 72.6 345.4 149.7 kJ/mol.
In order of appearance, largest force on an atom = 1.7 0.7 2.7 6.2 4.7 4.6 5.2 1.2 3.2 4.2 2.4 0.9 5.3 0.6 2.5 1.1 1.0 2.5 2.3 1.5 eV Å⁻¹.